Entry 1:
This record from the OMol25 dataset describes one molecule with the formula C16H28N2O4S. The level of theory is ωB97M-V with the def2-TZVPD basis set.

```
51
C16H28N2O4S ωB97M-V with the def2-TZVPD basis set
O -0.8309 1.0113 -2.2121
C 0.0867 1.7341 -1.8603
C 1.3486 1.9188 -2.6927
C 1.5754 0.7131 -3.5909
S 1.9934 -0.7577 -2.5740
C 1.4022 -2.0869 -3.6732
C -0.1110 -2.2759 -3.6355
C -0.5149 -2.7346 -2.2390
O -0.3839 -3.8868 -1.8709
N -1.0023 -1.7487 -1.4663
C -1.2413 -1.9149 -0.0553
C -0.0095 -1.4845 0.7685
C 1.0193 -2.6098 0.9094
C 0.5994 -3.2615 2.2246
C 0.1160 -2.0543 3.0255
O -0.4040 -1.1231 2.0884
N 0.0537 2.4473 -0.7256
C -1.0188 2.3630 0.2388
C -0.4434 2.1765 1.6462
C -1.5367 1.9855 2.7075
C -1.0533 2.8670 3.8581
C -0.3240 3.9732 3.0992
O 0.3159 3.3265 2.0168
H 1.2206 2.8121 -3.3109
H 2.2086 2.0697 -2.0390
H 0.6633 0.4844 -4.1396
H 2.3973 0.8888 -4.2854
H 1.7552 -1.8575 -4.6791
H 1.8981 -2.9887 -3.3144
H -0.3780 -3.0551 -4.3518
H -0.6285 -1.3526 -3.8974
H -0.9912 -0.7940 -1.8108
H -1.4720 -2.9663 0.1283
H -2.0941 -1.2986 0.2405
H 0.4239 -0.5980 0.2863
H 2.0245 -2.1945 0.9897
H 0.9827 -3.2927 0.0654
H -0.2212 -3.9586 2.0561
H 1.4126 -3.7859 2.7202
H 0.9505 -1.5848 3.5657
H -0.6726 -2.2980 3.7426
H 0.8363 3.0196 -0.4474
H -1.6487 1.5140 -0.0328
H -1.6159 3.2821 0.2087
H 0.2435 1.3231 1.6413
H -1.6321 0.9374 2.9771
H -2.4935 2.3471 2.3282
H -1.8626 3.2480 4.4759
H -0.3489 2.3202 4.4846
H 0.4448 4.4795 3.6849
H -1.0391 4.7217 2.7257
```

Properties
lowest unoccupied orbital energy: 0.63 eV
gap between HOMO and LUMO: 9.1 eV
DFT total energy: -1435.17713 a.u.
net charge: 0

---

Entry 2:
This record from the OMol25 dataset describes an isolated ion of composition C16H28NO3 and charge +1. The level of theory is ωB97M-V with the def2-TZVPD basis set.

```
48
C16H28NO3 ωB97M-V with the def2-TZVPD basis set
C -4.3479 -2.9363 0.2718
C -4.1970 -1.5513 -0.3460
C -2.7462 -1.0735 -0.4133
C -2.1519 -0.8233 0.9722
O -0.8145 -0.3407 0.9139
C -0.5734 0.9848 0.6497
C -1.5343 1.9541 0.3977
C -1.1529 3.2592 0.1446
C 0.1837 3.6393 0.1308
C 0.5704 5.0586 -0.1351
C 1.1395 2.6649 0.3853
C 0.7808 1.3515 0.6445
C 1.8121 0.3071 0.9752
N 1.7151 -0.8733 0.0715
C 2.1681 -2.1285 0.7155
C 3.6345 -2.1144 1.1491
O 4.4492 -1.9530 0.0120
C 2.3218 -0.6465 -1.2613
C 1.3234 0.0616 -2.1759
O 0.1017 -0.6369 -2.0425
H -5.3817 -3.2626 0.2001
H -3.7267 -3.6590 -0.2523
H -4.0702 -2.9347 1.3226
H -4.5943 -1.5740 -1.3623
H -4.7901 -0.8324 0.2230
H -2.7015 -0.1479 -0.9913
H -2.1359 -1.8168 -0.9310
H -2.7787 -0.1374 1.5503
H -2.0690 -1.7623 1.5241
H -2.5834 1.7091 0.4031
H -1.9150 3.9994 -0.0451
H 1.6440 5.1555 -0.2693
H 0.0683 5.4329 -1.0248
H 0.2708 5.6890 0.7010
H 2.1856 2.9350 0.3925
H 1.6319 -0.0452 1.9948
H 2.8174 0.7254 0.9148
H 0.6933 -0.9836 -0.1055
H 2.0228 -2.9429 0.0031
H 1.5401 -2.3091 1.5895
H 3.8183 -1.3103 1.8747
H 3.8332 -3.0714 1.6467
H 5.3617 -2.1698 0.2283
H 3.2460 -0.0792 -1.1651
H 2.5646 -1.6188 -1.6904
H 1.6983 0.0204 -3.2040
H 1.1964 1.1127 -1.8879
H -0.5285 -0.3255 -2.6990
```

Properties
lowest unoccupied orbital energy: -2.08 eV
relative energy (zero: lowest compared OMol25 entry of this formula, charge and spin): 0.0 kcal/mol
gap between HOMO and LUMO: 9.4 eV
DFT total energy: -906.71545 a.u.
net charge: +1

---

Entry 3:
This record from the OMol25 dataset describes C16H29BCaF6N4O3 as an isolated structure. The level of theory is ωB97M-V with the def2-TZVPD basis set.

```
60
C16H29BCaF6N4O3 ωB97M-V with the def2-TZVPD basis set
Ca -0.2398 0.6937 -0.9514
C 1.8804 0.2194 3.5329
C 2.0854 -0.7862 2.4238
C 2.8530 -0.4628 1.2993
C 3.5872 0.8576 1.2331
C 2.9685 -1.3752 0.2475
C 3.7084 -0.9901 -1.0143
C 2.3875 -2.6464 0.3501
C 2.6307 -3.6639 -0.7433
C 1.6240 -2.9731 1.4760
C 0.9027 -4.3043 1.5362
C 1.4909 -2.0483 2.5217
C 0.7249 -2.3965 3.7800
H 2.5998 0.0722 4.3463
H 0.8824 0.1413 3.9630
H 1.9813 1.2429 3.1802
H 4.5134 0.7650 0.6679
H 3.8497 1.2142 2.2270
H 2.9928 1.6470 0.7632
H 4.7766 -1.2267 -0.9555
H 3.6312 0.0771 -1.2190
H 3.3042 -1.5063 -1.8840
H 3.6430 -3.5701 -1.1361
H 1.9450 -3.5317 -1.5851
H 2.5292 -4.6832 -0.3763
H 1.4961 -5.0863 2.0205
H 0.6514 -4.6683 0.5407
H -0.0331 -4.2293 2.0893
H 0.5615 -3.4657 3.8831
H -0.2517 -1.9007 3.8228
H 1.2660 -2.0684 4.6685
C -4.8078 1.1147 -0.0027
O -4.0771 -0.0231 0.5043
C -2.9100 -0.2418 -0.0596
O -2.4837 0.3802 -1.0415
N -2.2466 -1.2650 0.5305
N -0.8794 -1.4142 0.2362
H -5.7167 1.1475 0.5872
H -5.0416 0.9682 -1.0536
H -4.2161 2.0149 0.1403
H -2.6131 -1.5931 1.4095
H -0.7008 -2.3028 -0.2180
H -0.3361 -1.3454 1.0966
N 0.0080 4.0619 -3.7639
C -0.5184 3.1372 -2.9327
N -1.8251 2.8252 -3.1269
O 0.1797 2.6199 -2.0490
H -0.5523 4.5890 -4.4068
H 0.9391 4.3763 -3.5591
H -2.2770 3.1107 -3.9773
H -2.2542 2.0498 -2.6457
F 0.4580 -2.0671 -2.4871
C 0.5256 -0.6608 -2.7907
F -0.6900 -0.4391 -3.5504
H 1.3117 -0.6405 -3.5527
F -1.2403 0.7815 2.3697
B -0.6955 1.9187 1.7650
F -0.2358 2.8374 2.6640
F -1.6010 2.4322 0.8038
F 0.4547 1.4378 0.9497
```

Properties
lowest unoccupied orbital energy: 0.29 eV
relative energy (zero: lowest compared OMol25 entry of this formula, charge and spin): 17.2 kcal/mol
gap between HOMO and LUMO: 7.8 eV
DFT total energy: -2373.87184 a.u.
net charge: 0

---

Entry 4:
This record from the OMol25 dataset describes C16H29Cl10Mg2O6 as an isolated structure. The level of theory is ωB97M-V with the def2-TZVPD basis set.

```
63
C16H29Cl10Mg2O6 ωB97M-V with the def2-TZVPD basis set
Mg 10.7392 -12.0604 6.4147
Mg 13.6991 -13.7973 6.1240
C 10.6170 -15.3252 3.6891
C 11.2037 -14.5585 4.8033
O 10.4755 -13.7032 5.4228
O 12.3745 -14.8023 5.1539
H 9.9136 -14.6670 3.1794
H 10.0780 -16.1766 4.0955
H 11.3637 -15.6553 2.9795
C 12.2071 -13.8545 10.0364
C 12.4001 -13.4560 8.6356
O 11.4677 -12.8099 8.0422
O 13.4713 -13.7771 8.0320
H 13.1846 -14.0892 10.4613
H 11.5643 -14.7267 10.0970
H 11.7850 -13.0539 10.6371
C 13.9342 -10.0149 4.9626
C 13.8482 -11.4512 5.3288
O 14.8335 -12.2179 5.2729
O 12.7149 -11.9882 5.6860
H 13.6913 -9.9578 3.8934
H 14.9632 -9.6627 5.0080
H 13.3063 -9.3710 5.5631
Cl 11.8793 -18.5145 0.2305
C 11.0730 -17.3425 -0.8498
C 10.7119 -16.1548 -0.0003
Cl 9.8317 -14.8838 -0.9022
H 10.2348 -17.7831 -1.3796
H 11.8098 -17.0820 -1.6078
H 11.6041 -15.7091 0.4223
H 10.0340 -16.4746 0.7873
Cl 7.0337 -14.1116 4.5496
C 7.6531 -12.8074 3.5289
C 6.6001 -11.8302 3.1317
Cl 6.0765 -10.8619 4.5193
H 8.1314 -13.2134 2.6371
H 8.4496 -12.3401 4.1117
H 5.7563 -12.3924 2.7433
H 7.0007 -11.1306 2.4098
Cl 9.5758 -16.2484 8.6642
C 8.4186 -16.1668 7.3168
C 7.1449 -16.8405 7.7088
Cl 6.3333 -15.8926 8.9926
H 8.8530 -16.6818 6.4588
H 8.2127 -15.1411 7.0359
H 7.3220 -17.8392 8.0860
H 6.4803 -16.8487 6.8475
Cl 14.8177 -16.1186 0.3181
C 15.0327 -15.9391 2.1080
C 15.4234 -17.2501 2.7335
Cl 17.1350 -17.6274 2.4015
H 14.0802 -15.5502 2.4611
H 15.7952 -15.1751 2.2008
H 14.8046 -18.0802 2.4259
H 15.3871 -17.1300 3.8189
Cl 6.5606 -19.6129 5.0969
C 7.5026 -19.4676 3.6083
C 8.4501 -20.6246 3.3719
Cl 9.8565 -20.5325 4.4413
H 8.0940 -18.5469 3.6610
H 6.8545 -19.2996 2.7462
H 8.8083 -20.6083 2.3517
H 7.9438 -21.5712 3.5492
```

Properties
lowest unoccupied orbital energy: -5.04 eV
relative energy (zero: lowest compared OMol25 entry of this formula, charge and spin): 3.6 kcal/mol
gap between HOMO and LUMO: 7.6 eV
DFT total energy: -6080.70856 a.u.
net charge: +1

---

Q: The highest DFT total energy belongs to which entry?
A: C16H28NO3